Record 1
Formula: C26H22ClMnN4O8S2
Source: the Open Molecules 2025 dataset
Level of theory: ωB97M-V/def2-TZVPD

The geometry in XYZ format:
```
64
Properties=species:S:1:pos:R:3
Mn 0.94 -0.32 -0.44
O -0.42 3.78 -4.36
C -0.87 4.23 -3.20
O -1.43 5.29 -3.10
C -0.69 3.35 -1.99
C -1.18 3.63 -0.73
Cl -1.91 5.07 -0.21
N -0.85 2.62 0.11
N -0.15 1.68 -0.57
C -0.05 2.12 -1.82
C 0.78 1.28 -2.74
O 0.84 1.51 -3.94
O 1.43 0.34 -2.14
C -1.19 2.41 1.49
C -2.43 2.79 1.98
C -2.73 2.57 3.32
C -1.80 1.98 4.16
C -0.57 1.60 3.65
C -0.26 1.81 2.32
H 0.04 2.90 -4.27
H -3.19 3.21 1.34
H -3.70 2.86 3.69
H -2.03 1.81 5.20
H 0.17 1.15 4.30
H 0.72 1.53 1.95
S 2.47 -2.11 -0.81
C 1.02 -2.80 -1.51
C 0.94 -4.06 -2.11
C -0.29 -4.47 -2.58
C -1.41 -3.65 -2.45
C -1.25 -2.42 -1.86
N -0.05 -2.01 -1.41
H 1.82 -4.68 -2.19
H -0.38 -5.45 -3.04
H -2.38 -3.96 -2.80
H -2.07 -1.74 -1.72
C 3.35 3.67 0.81
C 3.47 2.35 1.52
C 3.84 1.20 0.83
C 3.95 -0.02 1.49
C 3.67 -0.09 2.84
C 3.34 1.05 3.56
C 3.24 2.26 2.89
S 3.69 -1.67 3.64
O 4.69 -2.49 3.02
O 3.71 -1.41 5.05
N 2.26 -2.29 3.19
C 1.07 -1.82 3.89
C -0.23 -2.09 3.15
C -0.42 -1.47 1.77
O -1.47 -1.56 1.19
O 0.65 -0.85 1.30
H 3.34 3.54 -0.27
H 4.20 4.32 1.06
H 2.44 4.20 1.11
H 4.07 1.26 -0.22
H 4.28 -0.91 0.96
H 3.18 0.98 4.63
H 2.98 3.16 3.45
H 2.33 -3.28 2.98
H 1.18 -0.74 4.02
H 1.01 -2.25 4.89
H -1.06 -1.72 3.76
H -0.41 -3.16 3.04
```

Results
* electronic energy: -115175.6656 eV
* spin multiplicity: 5
* HOMO-LUMO gap (alpha / beta): 6.50 / 8.01 eV


Record 2
Formula: C26H22CoN5S2
Source: the Open Molecules 2025 dataset
Level of theory: ωB97M-V/def2-TZVPD

The geometry in XYZ format:
```
56
Properties=species:S:1:pos:R:3
Co -1.09 -1.23 0.02
C 2.00 3.61 -3.14
C 1.40 2.80 -2.02
C 0.62 3.39 -1.03
C 0.01 2.64 -0.04
C 0.18 1.25 0.01
N -0.54 0.42 0.87
C -0.71 0.71 2.20
C 0.20 1.50 2.93
C 0.05 1.71 4.29
C -0.99 1.14 5.01
C -1.11 1.31 6.50
C -1.89 0.35 4.31
C -1.77 0.16 2.94
N -2.83 -0.58 2.30
C -4.13 -0.53 2.62
C -4.80 -1.47 1.86
C -3.80 -2.05 1.08
N -2.61 -1.52 1.35
C 1.02 0.68 -0.95
C 1.60 1.42 -1.96
N 1.32 -0.73 -0.82
C 2.02 -2.55 -2.33
C 1.88 -3.82 -1.95
C 0.69 -3.89 -1.10
N 0.09 -2.76 -0.97
H 2.25 4.62 -2.81
H 1.29 3.70 -3.97
H 2.90 3.14 -3.53
H 0.46 4.46 -1.06
H -0.63 3.11 0.69
H 1.03 1.93 2.40
H 0.77 2.33 4.81
H -0.69 2.27 6.82
H -0.57 0.53 7.04
H -2.15 1.28 6.83
H -2.71 -0.13 4.84
H -4.49 0.17 3.35
H -5.85 -1.69 1.86
H -3.88 -2.81 0.31
H 2.22 0.93 -2.69
H 3.53 -1.10 -2.48
H 2.54 -4.64 -2.18
H 0.32 -4.77 -0.60
S 2.17 -1.21 0.50
C 0.84 -1.77 -1.78
C 3.11 -1.91 -3.10
C 2.70 -1.36 -4.43
C 1.48 -1.00 -4.81
C 0.21 -0.93 -4.08
C -0.13 -1.20 -2.81
S -1.73 -0.85 -2.18
H 3.92 -2.63 -3.23
H 3.50 -1.26 -5.16
H 1.39 -0.64 -5.83
H -0.61 -0.53 -4.67
```

Results
* electronic energy: -94065.6787 eV
* spin multiplicity: 5
* HOMO-LUMO gap (alpha / beta): 6.86 / 5.89 eV


Record 3
Formula: C26H22MgN4O6SSe4
Source: the Open Molecules 2025 dataset
Level of theory: ωB97M-V/def2-TZVPD

The geometry in XYZ format:
```
64
Properties=species:S:1:pos:R:3
Mg -1.41 0.09 1.37
C 5.48 -2.71 0.61
C 4.08 -2.18 0.33
C 4.12 -1.32 -0.95
C 3.14 -3.38 0.08
C 3.53 -1.33 1.47
C 4.31 -0.98 2.58
C 3.83 -0.17 3.60
C 2.52 0.29 3.51
S 1.61 1.32 4.57
C 0.23 1.20 3.49
N 0.44 0.45 2.45
C 1.72 -0.07 2.42
C 2.22 -0.87 1.40
C -1.05 1.87 3.72
C -1.20 2.75 4.79
C -2.41 3.39 4.99
C -3.46 3.13 4.10
C -3.29 2.25 3.05
C -2.08 1.58 2.80
H 5.81 -3.33 -0.22
H 5.51 -3.32 1.52
H 6.21 -1.90 0.72
H 4.53 -1.91 -1.78
H 4.75 -0.44 -0.80
H 3.12 -1.00 -1.23
H 3.55 -4.01 -0.71
H 2.15 -3.05 -0.23
H 3.05 -3.98 0.99
H 5.33 -1.33 2.66
H 4.46 0.10 4.44
H 1.59 -1.10 0.55
H -0.38 2.94 5.47
H -2.55 4.08 5.81
H -4.42 3.62 4.25
H -4.13 2.07 2.39
Se -1.76 -2.28 2.58
Se -4.05 -2.26 2.09
Se -4.37 -0.63 0.46
Se -3.82 -1.65 -1.57
O 0.75 -1.43 -1.64
C -0.34 -0.88 -1.46
O -0.76 -0.44 -0.34
C -1.28 -0.70 -2.63
C -0.88 -1.01 -3.87
C -1.71 -0.74 -5.01
C -2.87 0.00 -4.85
C -3.28 0.35 -3.59
C -2.65 -0.17 -2.36
N -4.40 1.20 -3.45
O -4.99 1.63 -4.45
O -4.74 1.53 -2.31
N -1.29 -1.09 -6.31
O -0.21 -1.68 -6.44
O -1.99 -0.80 -7.28
H 0.11 -1.44 -4.01
H -3.44 0.32 -5.71
H -2.66 0.55 -1.54
C -1.97 3.27 -2.15
C -1.22 2.91 -0.96
N -0.64 2.60 -0.01
H -3.03 3.07 -1.99
H -1.63 2.67 -2.99
H -1.83 4.33 -2.38
```

Results
* electronic energy: -323232.0959 eV
* total charge: -2
* HOMO-LUMO gap: 5.72 eV


Question: electronic energy of number 1 (C26H22ClMnN4O8S2)?
Answer: -115175.6656 eV


Please write out number 1 again, unchanged.
Formula: C26H22ClMnN4O8S2
Source: the Open Molecules 2025 dataset
Level of theory: ωB97M-V/def2-TZVPD

The geometry in XYZ format:
```
64
Properties=species:S:1:pos:R:3
Mn 0.94 -0.32 -0.44
O -0.42 3.78 -4.36
C -0.87 4.23 -3.20
O -1.43 5.29 -3.10
C -0.69 3.35 -1.99
C -1.18 3.63 -0.73
Cl -1.91 5.07 -0.21
N -0.85 2.62 0.11
N -0.15 1.68 -0.57
C -0.05 2.12 -1.82
C 0.78 1.28 -2.74
O 0.84 1.51 -3.94
O 1.43 0.34 -2.14
C -1.19 2.41 1.49
C -2.43 2.79 1.98
C -2.73 2.57 3.32
C -1.80 1.98 4.16
C -0.57 1.60 3.65
C -0.26 1.81 2.32
H 0.04 2.90 -4.27
H -3.19 3.21 1.34
H -3.70 2.86 3.69
H -2.03 1.81 5.20
H 0.17 1.15 4.30
H 0.72 1.53 1.95
S 2.47 -2.11 -0.81
C 1.02 -2.80 -1.51
C 0.94 -4.06 -2.11
C -0.29 -4.47 -2.58
C -1.41 -3.65 -2.45
C -1.25 -2.42 -1.86
N -0.05 -2.01 -1.41
H 1.82 -4.68 -2.19
H -0.38 -5.45 -3.04
H -2.38 -3.96 -2.80
H -2.07 -1.74 -1.72
C 3.35 3.67 0.81
C 3.47 2.35 1.52
C 3.84 1.20 0.83
C 3.95 -0.02 1.49
C 3.67 -0.09 2.84
C 3.34 1.05 3.56
C 3.24 2.26 2.89
S 3.69 -1.67 3.64
O 4.69 -2.49 3.02
O 3.71 -1.41 5.05
N 2.26 -2.29 3.19
C 1.07 -1.82 3.89
C -0.23 -2.09 3.15
C -0.42 -1.47 1.77
O -1.47 -1.56 1.19
O 0.65 -0.85 1.30
H 3.34 3.54 -0.27
H 4.20 4.32 1.06
H 2.44 4.20 1.11
H 4.07 1.26 -0.22
H 4.28 -0.91 0.96
H 3.18 0.98 4.63
H 2.98 3.16 3.45
H 2.33 -3.28 2.98
H 1.18 -0.74 4.02
H 1.01 -2.25 4.89
H -1.06 -1.72 3.76
H -0.41 -3.16 3.04
```

Results
* electronic energy: -115175.6656 eV
* spin multiplicity: 5
* HOMO-LUMO gap (alpha / beta): 6.50 / 8.01 eV